(1)
Formula: C5H7N2O
Source: OMol25
Level of theory: ωB97M-V/def2-TZVPD

The frontier orbital gap (alpha / beta) comes out at 9.746 / 9.747 eV. For the HOMO energy (alpha / beta), the calculation gives -14.40 / -14.40 eV. Its total energy is -10314.720 eV. Its energy relative to the best compared isomer or geometry (same formula, charge and spin) is 90.2 kcal/mol. As for the SMILES: C/[NH+]=C/NC#CC=O. Its total charge is +1.

Element x y z (Å)
C  2.2271  0.6217  -0.2546
N  1.3788  -0.4968  -0.0586
C  0.1155  -0.5526  -0.2495
N  -0.6315  -1.6678  0.0183
C  -1.9404  -1.2992  0.0830
C  -2.5628  -0.2470  -0.0480
C  -2.4311  1.1115  0.1408
O  -1.4504  1.7161  -0.2590
H  1.6130  1.5301  -0.3925
H  2.7119  0.6789  0.6373
H  3.1340  0.4236  -0.9513
H  1.8770  -1.3207  0.2677
H  -0.4488  0.4013  -0.4443
H  -0.4357  -2.4356  0.5837
H  -3.1565  1.5366  0.9271

(2)
Formula: C32H30FHgN7O2SSi
Source: OMol25
Level of theory: ωB97M-V/def2-TZVPD

The frontier orbital gap (alpha / beta) comes out at 4.469 / 6.645 eV. For the HOMO energy (alpha / beta), the calculation gives -2.17 / -4.35 eV. Its total energy is -73805.690 eV. The multiplicity is 2. Its energy relative to the best compared isomer or geometry (same formula, charge and spin) is 0.0 kcal/mol. As for the expectation value of S²: 0.776. Its total charge is -1.

Element x y z (Å)
Hg  -0.2341  0.7025  -0.6435
O  -0.2309  -3.4440  2.0658
C  0.0268  -2.8867  3.2630
C  0.3255  -3.7314  4.3343
C  0.5960  -3.2099  5.5855
C  0.5733  -1.8350  5.7897
C  0.2842  -0.9996  4.7248
C  0.0087  -1.4936  3.4534
C  -0.2456  -0.5600  2.3101
O  -0.5700  -1.0890  1.1739
N  -0.0717  0.7086  2.5571
N  -0.1762  1.5032  1.4491
C  -0.0896  2.7966  1.6618
C  0.0158  3.7034  0.5992
C  0.0716  5.1122  0.8093
C  0.1754  5.9602  -0.2493
C  0.2264  5.4331  -1.5624
C  0.1808  4.0620  -1.6899
N  0.0893  3.2070  -0.6746
H  -0.5018  -2.6421  1.4980
H  0.3269  -4.7987  4.1536
H  0.8205  -3.8795  6.4073
H  0.7832  -1.4194  6.7659
H  0.2781  0.0761  4.8466
H  -0.0722  3.1527  2.6890
H  0.0247  5.4870  1.8241
H  0.2189  7.0303  -0.0842
H  0.3040  6.0650  -2.4334
H  0.2238  3.5977  -2.6707
C  -3.5850  -1.6706  -1.2236
Si  -3.2126  0.1269  -1.6362
C  -4.5011  0.7765  -2.8445
C  -3.3613  1.1118  -0.0576
N  -1.6059  0.3310  -2.2493
C  -1.1506  -0.1396  -3.4365
C  -1.8936  -0.9754  -4.2935
C  -1.3869  -1.4805  -5.4821
C  -0.0984  -1.1845  -5.8923
C  0.6651  -0.3421  -5.0885
C  0.1402  0.1580  -3.9256
F  0.9298  0.9914  -3.1934
H  -4.5987  -1.7751  -0.8325
H  -2.8925  -1.9990  -0.4466
H  -3.4843  -2.3431  -2.0742
H  -5.4887  0.6889  -2.3871
H  -4.5292  0.2678  -3.8035
H  -4.3156  1.8335  -3.0355
H  -4.4157  1.2035  0.2076
H  -2.9532  2.1171  -0.1667
H  -2.8374  0.6367  0.7703
H  -2.8984  -1.2489  -4.0062
H  -2.0164  -2.1231  -6.0857
H  0.3064  -1.5829  -6.8105
H  1.6740  -0.0537  -5.3514
N  2.9840  -1.8466  1.1298
C  3.3749  -0.6770  1.7568
C  4.1563  -0.4298  2.8803
C  4.3148  0.8944  3.2397
C  3.7177  1.9369  2.5137
C  2.9399  1.6871  1.4028
C  2.7804  0.3555  1.0265
N  2.0148  -0.1830  -0.0003
C  2.1799  -1.4808  0.0876
C  1.5480  -2.4469  -0.8109
C  1.5418  -3.8068  -0.6937
S  0.6490  -4.4845  -1.9788
C  0.3609  -2.9082  -2.5884
N  0.8828  -1.9464  -1.8952
H  3.1416  -2.7835  1.4533
H  4.6042  -1.2275  3.4567
H  4.9047  1.1370  4.1132
H  3.8579  2.9566  2.8475
H  2.4465  2.4748  0.8538
H  1.9515  -4.4170  0.0878
H  -0.2036  -2.7375  -3.4904

(3)
Formula: C4H8NO2
Source: OMol25
Level of theory: ωB97M-V/def2-TZVPD

The frontier orbital gap comes out at 10.102 eV. For the HOMO energy, the calculation gives -14.63 eV. Its total energy is -9853.514 eV. Its energy relative to the best compared isomer or geometry (same formula, charge and spin) is 64.9 kcal/mol. As for the SMILES: C=C[C@]([NH3+])(O)C=O. Its total charge is +1.

Element x y z (Å)
C  -1.8558  1.3236  0.0295
C  -0.9514  0.5702  -0.5874
C  0.2600  -0.0627  0.1197
N  0.2151  -1.7041  0.3029
O  0.3262  0.4295  1.4404
C  1.5577  0.3251  -0.6872
O  2.5561  0.7448  -0.2248
H  -2.6502  1.6293  -0.6729
H  -1.8015  1.3304  1.1141
H  -0.7954  0.3080  -1.5652
H  -0.4043  -2.1335  -0.4000
H  -0.1673  -1.7891  1.2480
H  1.0994  -2.0482  0.0375
H  1.0616  1.0108  1.6857
H  1.5496  0.0660  -1.8403

(4)
Formula: C4H6N2O
Source: OMol25
Level of theory: ωB97M-V/def2-TZVPD

The frontier orbital gap comes out at 6.844 eV. For the HOMO energy, the calculation gives -6.97 eV. Its total energy is -9268.490 eV. Its energy relative to the best compared isomer or geometry (same formula, charge and spin) is 115.6 kcal/mol.

Element x y z (Å)
N  1.2849  -0.9365  -0.9739
C  0.6013  0.3641  -0.5834
C  -0.7695  0.3605  -1.0418
C  -1.7326  0.5629  -0.0541
C  -0.8768  0.5446  1.0654
O  -1.2390  0.7357  2.3420
N  0.4510  0.3280  0.8367
H  2.2712  -0.9553  -0.7129
H  1.2257  -1.0603  -1.9856
H  -0.9865  0.2161  -2.1065
H  0.8217  -1.7417  -0.5248
H  -2.1991  0.8710  2.2749
H  1.1476  0.7110  1.4640

(5)
Formula: C31H36F6HoN4O3PSSi
Source: OMol25
Level of theory: ωB97M-V/def2-TZVPD

The frontier orbital gap (alpha / beta) comes out at 5.137 / 7.327 eV. For the HOMO energy (alpha / beta), the calculation gives -2.82 / -5.02 eV. Its total energy is -114951.306 eV. The multiplicity is 6. Its energy relative to the best compared isomer or geometry (same formula, charge and spin) is 0.0 kcal/mol. As for the expectation value of S²: 8.791. Its total charge is -1.

Element x y z (Å)
Ho  1.1216  0.0835  1.2812
C  -0.1269  2.2235  0.6269
C  0.0654  2.3034  -0.7709
C  1.3461  2.8082  -1.0125
C  1.9622  3.0620  0.2295
C  1.0656  2.7168  1.2498
H  -1.0866  2.1777  1.1185
H  -0.6741  2.0480  -1.5187
H  1.7865  2.9638  -1.9884
H  2.9546  3.4659  0.3810
H  1.1521  3.0020  2.2844
C  3.2384  -2.7444  3.7481
C  3.9442  -2.0726  2.5990
C  5.3077  -2.2424  2.4603
C  5.9475  -1.6322  1.3791
C  5.2203  -0.9142  0.4714
C  3.8115  -0.7852  0.6374
N  3.2130  -1.3527  1.7286
N  2.9887  -0.1023  -0.1808
Si  3.3757  0.1191  -1.8534
C  1.8413  0.3342  -2.8991
C  4.2478  -1.4127  -2.5479
C  4.5650  1.5353  -2.1619
H  3.7558  -3.6691  4.0085
H  2.2032  -2.9681  3.5000
H  3.2291  -2.0975  4.6265
H  5.8541  -2.8357  3.1826
H  7.0215  -1.7304  1.2570
H  5.6989  -0.4180  -0.3628
H  1.6030  -0.5940  -3.4299
H  1.9969  1.1225  -3.6467
H  0.9714  0.6165  -2.3063
H  4.0410  -2.3050  -1.9448
H  5.3358  -1.2887  -2.5908
H  3.8929  -1.6031  -3.5674
H  4.1446  2.4923  -1.8406
H  4.7930  1.5976  -3.2349
H  5.5090  1.3859  -1.6234
N  -0.2118  -3.2674  2.1237
C  -1.2534  -2.4291  2.4005
C  -2.3540  -2.9047  3.1346
C  -3.4457  -2.0916  3.3056
C  -3.4463  -0.8170  2.7423
C  -2.3078  -0.4195  2.0819
N  -1.2122  -1.1776  1.9294
H  -0.1027  -4.1107  2.6516
H  0.5377  -2.9580  1.5311
H  -2.3340  -3.9141  3.5298
H  -4.3066  -2.4492  3.8586
H  -4.2930  -0.1484  2.8303
H  -2.2471  0.5712  1.6489
C  -8.1387  4.7417  -4.2150
C  -6.9853  3.8267  -3.8589
O  -5.9390  3.8339  -4.4474
S  -7.3709  2.7436  -2.4858
C  -5.8687  1.8605  -2.2491
C  -4.9655  2.2535  -1.2568
C  -3.8129  1.5337  -1.0265
C  -3.5119  0.3749  -1.7871
C  -4.4303  0.0043  -2.8086
C  -5.5808  0.7287  -3.0228
C  -2.3680  -0.3804  -1.5525
C  -1.3504  -1.0387  -1.3261
H  -8.0855  4.9910  -5.2731
H  -8.0439  5.6605  -3.6330
H  -9.1001  4.2825  -3.9792
H  -5.1769  3.1404  -0.6722
H  -3.1111  1.8606  -0.2666
H  -4.2062  -0.8643  -3.4154
H  -6.2709  0.4330  -3.8026
C  1.2858  -3.4510  -1.8380
O  0.0639  -2.7278  -1.9956
C  -0.2205  -1.7681  -1.0774
O  0.5663  -1.6044  -0.0860
H  1.0652  -4.4598  -1.4868
H  1.9546  -2.9603  -1.1384
H  1.7627  -3.5068  -2.8166
F  2.2152  0.8594  3.2695
P  1.0665  0.4859  4.4204
F  1.1620  1.9540  4.9977
F  0.9801  -0.9699  3.6557
F  -0.0803  0.0586  5.4225
F  -0.0564  0.9817  3.3194
F  2.2109  -0.0516  5.3759

(6)
Formula: C30H61AsN4O6PRuSSeSi4
Source: OMol25
Level of theory: ωB97M-V/def2-TZVPD

The frontier orbital gap (alpha / beta) comes out at 5.966 / 6.029 eV. For the HOMO energy (alpha / beta), the calculation gives -7.17 / -7.25 eV. Its total energy is -230754.662 eV. The multiplicity is 2. Its energy relative to the best compared isomer or geometry (same formula, charge and spin) is 48.4 kcal/mol. As for the expectation value of S²: 0.759.

Element x y z (Å)
Ru  -0.1969  -0.6318  0.1906
O  -0.9910  -0.1984  2.2194
N  -1.9414  -0.9972  2.6696
C  -2.7247  -0.5438  3.6712
C  -3.6635  -1.3592  4.2473
C  -3.7971  -2.6693  3.7848
C  -3.0002  -3.1065  2.7531
C  -2.0633  -2.2482  2.1709
S  -1.0195  -2.6736  0.8819
H  -2.5190  0.4788  3.9514
H  -4.2774  -0.9723  5.0470
H  -4.5257  -3.3349  4.2273
H  -3.0830  -4.1104  2.3602
C  1.3039  3.3955  0.1061
Si  1.2353  2.1713  1.5292
C  -0.1661  2.5801  2.7031
C  2.7806  2.6401  2.5239
O  1.2718  0.5899  1.0679
H  1.4946  4.3906  0.5207
H  0.4053  3.4502  -0.5026
H  2.1428  3.1531  -0.5526
H  -0.0989  3.6286  3.0108
H  -0.0758  1.9456  3.5882
H  -1.1396  2.4080  2.2533
H  2.7464  3.7280  2.6410
H  3.7266  2.4060  2.0285
H  2.8117  2.2145  3.5291
C  1.1633  -5.4250  1.0864
Si  1.8746  -4.2961  -0.2377
C  3.6441  -4.8458  -0.5760
C  0.8536  -4.5482  -1.7921
As  1.8343  -1.9984  0.4432
Si  2.6152  -2.1584  2.6829
C  3.4290  -0.6195  3.3362
C  3.9330  -3.5030  2.7243
C  1.1284  -2.5950  3.7280
Si  3.3737  -0.7084  -0.8610
C  4.7249  0.0115  0.2105
C  2.5053  0.5847  -1.9031
C  4.2202  -1.8685  -2.0858
H  1.3955  -6.4546  0.7975
H  0.0813  -5.3173  1.1534
H  1.5757  -5.2547  2.0806
H  3.7214  -5.9137  -0.3538
H  4.3824  -4.3299  0.0376
H  3.9144  -4.6982  -1.6216
H  0.7317  -5.6223  -1.9594
H  1.3419  -4.1252  -2.6730
H  -0.1411  -4.1114  -1.7026
H  4.4874  -0.5760  3.0790
H  3.3364  -0.6246  4.4262
H  2.9375  0.2684  2.9515
H  4.7775  -3.2135  2.0931
H  3.6115  -4.4971  2.4160
H  4.3074  -3.5733  3.7500
H  0.4364  -1.7496  3.7083
H  1.4434  -2.7702  4.7603
H  0.6005  -3.4763  3.3623
H  4.3278  0.7072  0.9478
H  5.4333  0.5464  -0.4286
H  5.2719  -0.7753  0.7349
H  1.5319  0.8876  -1.5208
H  2.4001  0.2336  -2.9329
H  3.1380  1.4767  -1.9237
H  4.9110  -2.5529  -1.5913
H  4.7956  -1.2766  -2.8038
H  3.5067  -2.4718  -2.6548
C  -2.1616  3.9369  -4.0247
C  -0.9512  3.4764  -3.2232
C  0.1466  4.5292  -3.2170
C  -0.4190  2.1565  -3.7661
O  -1.3589  3.3651  -1.8385
P  -1.9989  2.0566  -1.1689
O  -3.0764  1.4912  -2.0235
O  -0.8472  1.1418  -0.7872
O  -2.5424  2.6829  0.1901
C  -3.8617  3.2556  0.3904
C  -4.2176  4.2249  -0.7298
C  -3.7552  3.9945  1.7164
C  -4.8736  2.1199  0.4841
H  -1.8897  4.0869  -5.0716
H  -2.5395  4.8786  -3.6236
H  -2.9513  3.1871  -3.9643
H  0.4920  4.7246  -4.2339
H  0.9903  4.1891  -2.6149
H  -0.2273  5.4598  -2.7883
H  -0.0857  2.3006  -4.7962
H  -1.2023  1.3990  -3.7558
H  0.4227  1.8048  -3.1670
H  -3.4924  5.0388  -0.7726
H  -5.2059  4.6470  -0.5367
H  -4.2352  3.7164  -1.6925
H  -2.9096  4.6822  1.6916
H  -3.6024  3.2954  2.5394
H  -4.6678  4.5637  1.9012
H  -5.0289  1.6725  -0.4964
H  -5.8262  2.4972  0.8617
H  -4.5000  1.3548  1.1691
Se  -4.5279  -1.0553  -1.3208
N  -4.1573  -1.2613  -3.0318
C  -2.8408  -1.3724  -3.0882
C  -2.0691  -1.5099  -4.2779
C  -0.7173  -1.5823  -4.1522
C  -0.1012  -1.5198  -2.8693
N  -0.7508  -1.4425  -1.7408
C  -2.1262  -1.3562  -1.8452
N  -2.8725  -1.1877  -0.7734
H  -2.5593  -1.5217  -5.2424
H  -0.0736  -1.6597  -5.0171
H  0.9793  -1.5614  -2.8014

(7)
Formula: C2H5NO3
Source: OMol25
Level of theory: ωB97M-V/def2-TZVPD

The frontier orbital gap comes out at 9.621 eV. For the HOMO energy, the calculation gives -9.44 eV. Its total energy is -9782.358 eV. Its energy relative to the best compared isomer or geometry (same formula, charge and spin) is 134.5 kcal/mol.

Element x y z (Å)
C  0.2737  -0.9408  -1.4451
C  -0.4495  -0.3569  0.5016
H  0.2271  -1.9507  -1.0448
H  1.3243  -0.7533  -2.1135
H  -0.7204  -1.0322  -2.0716
H  -1.0737  1.3534  1.9338
H  1.1695  2.2906  1.7071
N  -0.3031  0.7756  1.4464
O  0.3475  0.1344  -0.4867
O  -1.1160  -1.3391  0.7815
O  0.3207  1.8189  0.7912

(8)
Formula: C7H8N3O
Source: OMol25
Level of theory: ωB97M-V/def2-TZVPD

The frontier orbital gap comes out at 6.597 eV. For the HOMO energy, the calculation gives -12.25 eV. Its total energy is -13894.142 eV. Its energy relative to the best compared isomer or geometry (same formula, charge and spin) is 138.0 kcal/mol. As for the SMILES: C=[N+]=C1C=CC(N)=C[C@H]1N=O. Its total charge is +1.

Element x y z (Å)
C  1.2882  -3.1854  0.1086
N  0.3969  -2.3136  -0.0064
C  0.0796  -1.0633  0.2943
C  1.0498  -0.0255  0.4507
C  0.8451  1.2413  0.0564
C  -0.4027  1.7566  -0.4239
N  -0.6153  3.0005  -0.7934
C  -1.3527  0.8254  -0.3997
C  -1.2552  -0.5792  -0.1161
N  -1.8712  -1.2702  -1.3008
O  -1.3654  -2.2631  -1.7028
H  1.4166  -4.0063  -0.6640
H  1.7625  -3.5004  1.0437
H  2.0505  -0.3233  0.5411
H  1.6044  1.9909  0.0688
H  0.1159  3.6814  -0.8888
H  -1.5879  3.1319  -0.9559
H  -2.3496  0.9167  -0.6406
H  -1.9697  -0.7408  0.6741